[1]
14 unconnected molecules or ions with the total composition C4H36N2O15. Source: OMol25; level of theory: wB97M-V/def2-TZVPD.

Element x y z (Å)
1 O -1.967 0.164 1.123
2 C -1.349 -0.810 0.638
3 N -1.813 -2.053 1.072
4 C -1.761 -3.414 0.394
5 O -0.503 -3.964 0.507
6 C 0.082 -0.776 0.143
7 N 0.156 0.082 -1.119
8 C 0.444 -0.720 -2.247
9 H -2.728 -1.864 1.530
10 H -1.945 -3.194 -0.673
11 H -2.351 -4.117 1.072
12 H 0.255 -3.644 0.017
13 H 0.539 -1.745 0.000
14 H 0.695 -0.413 1.085
15 H -0.526 0.738 -1.322
16 H 1.358 -1.371 -2.068
17 H -0.244 -1.605 -2.359
18 H 0.543 0.025 -3.150
19 H -0.459 5.428 0.274
20 H 0.635 4.637 -0.478
21 O -0.028 4.641 0.231
22 H -1.482 3.445 0.093
23 H -1.593 1.958 0.343
24 O -1.803 2.652 -0.235
25 H -0.708 1.277 1.939
26 H -0.232 2.710 1.734
27 O -0.261 2.032 2.382
28 H -3.167 -1.990 -2.035
29 H -2.740 -0.443 -1.828
30 O -3.350 -1.146 -1.512
31 H -2.409 1.537 -2.596
32 H -1.043 1.567 -3.366
33 O -1.650 1.081 -2.792
34 H -0.392 -3.336 2.144
35 H -0.479 -2.074 3.057
36 O 0.180 -2.704 2.805
37 H -4.221 1.270 -0.156
38 H -3.251 1.961 -0.961
39 O -4.104 1.587 -1.049
40 H 2.839 -0.969 1.206
41 H 3.391 -0.457 -0.215
42 O 2.847 -1.176 0.200
43 H 1.528 -1.735 3.000
44 H 2.957 -1.616 3.593
45 O 2.392 -1.247 2.996
46 H 2.104 3.909 -0.947
47 H 1.182 3.602 -2.042
48 O 1.719 4.373 -1.755
49 H 2.091 1.738 2.277
50 H 2.621 0.357 2.309
51 O 2.938 1.278 2.145
52 H 3.006 -3.838 -1.992
53 H 2.676 -2.897 -0.867
54 O 2.185 -3.410 -1.597
55 H 2.581 1.577 0.520
56 H 2.014 1.358 -1.017
57 O 2.601 1.743 -0.452

Properties
Relative energy (zero: lowest compared OMol25 entry of this formula, charge and spin)   597.4 kJ/mol
Lowest unoccupied orbital energy   0.04 eV
Maximum force   5.02 eV Å⁻¹
Molecular weight   352.3 g mol⁻¹
2S+1   1
E_tot   -1412.025430 Eh

=====

[2]
14 unconnected molecules or ions with the total composition C4H36NO13. Source: OMol25; level of theory: wB97M-V/def2-TZVPD.

Element x y z (Å)
1 C -1.432 -1.549 -3.168
2 N -0.597 -0.970 -2.048
3 C -1.039 0.425 -1.806
4 C -1.999 0.812 -2.929
5 C -2.049 -0.344 -3.943
6 H -0.760 -2.102 -3.816
7 H -2.177 -2.241 -2.794
8 H 0.346 -0.849 -2.419
9 H -0.634 -1.625 -1.266
10 H -0.203 1.105 -1.723
11 H -1.510 0.530 -0.832
12 H -2.917 1.012 -2.372
13 H -1.789 1.752 -3.435
14 H -1.365 -0.087 -4.744
15 H -3.063 -0.613 -4.209
16 H 4.380 1.098 -0.894
17 H 4.459 0.240 0.424
18 O 4.241 1.089 0.050
19 H -0.274 3.587 0.034
20 H 1.181 3.075 0.059
21 O 0.277 2.887 -0.321
22 H 3.322 2.053 -3.450
23 H 3.105 3.085 -2.272
24 O 3.516 2.257 -2.533
25 H 0.461 2.416 4.284
26 H -0.096 1.191 4.932
27 O 0.747 1.581 4.669
28 H 1.103 -3.935 -1.679
29 H 0.866 -3.197 -0.301
30 O 0.450 -3.533 -1.102
31 H -0.516 -1.739 3.093
32 H -1.836 -2.731 2.763
33 O -1.055 -2.280 2.433
34 H 0.809 -0.125 3.590
35 H 1.541 -1.347 2.812
36 O 0.850 -1.074 3.423
37 H 1.505 -3.985 2.815
38 H 0.466 -3.316 1.894
39 O 1.411 -3.343 2.109
40 H -2.418 2.530 3.917
41 H -2.368 1.365 2.916
42 O -1.848 2.091 3.295
43 H -2.897 -0.061 1.524
44 H -4.357 0.639 1.263
45 O -3.637 0.450 1.858
46 H 3.234 2.876 0.707
47 H 2.367 3.633 1.717
48 O 2.574 3.527 0.786
49 H -1.550 -2.717 0.683
50 H -2.912 -3.030 -0.071
51 O -2.044 -2.651 -0.148
52 H 1.835 0.630 -0.527
53 H 2.449 1.106 -1.779
54 O 1.849 0.403 -1.463

Properties
Relative energy (zero: lowest compared OMol25 entry of this formula, charge and spin)   280.4 kJ/mol
Total charge   +1
Lowest unoccupied orbital energy   -2.42 eV
Maximum force   2.32 eV Å⁻¹
Molecular weight   306.3 g mol⁻¹
2S+1   1
E_tot   -1206.671224 Eh

=====

[3]
14 unconnected molecules or ions with the total composition C4H37BO13S. Source: OMol25; level of theory: wB97M-V/def2-TZVPD.

Element x y z (Å)
1 C 1.027 2.583 0.050
2 C -0.264 3.393 0.152
3 C -1.369 3.007 -0.859
4 C -2.554 3.968 -0.674
5 B -1.682 1.494 -0.684
6 S -2.943 0.819 0.384
7 H 0.813 1.554 -0.234
8 H 1.696 2.989 -0.709
9 H 1.587 2.579 0.986
10 H -0.683 3.336 1.160
11 H -0.037 4.454 -0.004
12 H -0.946 3.127 -1.863
13 H -2.399 4.545 0.233
14 H -3.515 3.466 -0.567
15 H -2.637 4.686 -1.490
16 H -1.087 0.647 -1.281
17 H -2.973 1.828 1.258
18 O -4.190 6.080 1.245
19 H -4.622 6.932 1.135
20 H -4.892 5.468 1.488
21 O 1.590 -0.341 -1.640
22 H 1.001 -1.055 -1.347
23 H 2.336 -0.353 -1.026
24 O -2.778 4.097 2.668
25 H -2.939 4.975 2.296
26 H -2.922 4.177 3.617
27 O -0.774 -2.172 -0.471
28 H -0.371 -2.527 0.333
29 H -1.223 -1.354 -0.218
30 O 1.939 -3.274 -1.963
31 H 1.384 -3.567 -2.691
32 H 2.375 -2.473 -2.280
33 O -0.344 -3.533 2.162
34 H -0.626 -4.359 2.566
35 H 0.495 -3.327 2.585
36 O 3.143 -4.366 0.418
37 H 2.564 -4.268 -0.354
38 H 3.964 -3.939 0.159
39 O 3.069 -6.274 2.700
40 H 3.007 -5.418 2.259
41 H 3.904 -6.626 2.369
42 O -1.772 3.018 5.257
43 H -1.326 2.168 5.201
44 H -1.191 3.618 4.778
45 O -1.923 -0.857 -3.833
46 H -1.524 -1.127 -2.998
47 H -2.466 -0.094 -3.619
48 O 3.864 -0.200 0.263
49 H 4.608 -0.015 -0.319
50 H 4.159 0.065 1.139
51 O 4.747 -7.293 0.428
52 H 3.948 -6.771 0.277
53 H 5.411 -6.903 -0.147
54 O -1.366 -2.198 -6.462
55 H -1.606 -1.618 -5.726
56 H -0.685 -2.769 -6.101

Properties
Lowest unoccupied orbital energy   -0.08 eV
Maximum force   0.57 eV Å⁻¹
Molecular weight   336.2 g mol⁻¹
2S+1   1
E_tot   -1575.761251 Eh

=====

[4]
14 unconnected molecules or ions with the total composition C4H37N2O13S. Source: OMol25; level of theory: wB97M-V/def2-TZVPD.

Element x y z (Å)
1 C 2.524 2.128 0.346
2 N 2.189 0.729 0.158
3 C 2.956 -0.031 -0.882
4 C 2.713 0.240 -2.362
5 S 3.196 1.866 -3.147
6 C 1.686 2.663 1.560
7 N 0.302 2.801 1.121
8 H 2.204 2.586 -0.673
9 H 3.579 2.352 0.586
10 H 1.246 0.437 0.007
11 H 4.013 -0.217 -0.712
12 H 2.627 -1.044 -0.632
13 H 3.349 -0.501 -2.771
14 H 1.737 -0.126 -2.622
15 H 1.956 1.922 2.425
16 H 2.091 3.666 1.697
17 H -0.317 2.811 1.930
18 H -0.058 2.000 0.604
19 H 0.253 -2.919 4.811
20 H -0.232 -1.918 3.880
21 O -0.512 -2.365 4.708
22 H -4.950 0.943 -1.514
23 H -3.440 1.086 -1.225
24 O -4.323 1.503 -1.035
25 H -3.904 1.234 1.549
26 H -4.615 2.359 0.938
27 O -4.523 1.913 1.775
28 H 2.386 2.577 -2.321
29 H -1.706 0.392 -1.978
30 O -2.399 0.692 -2.596
31 H -0.846 -2.246 0.282
32 H -1.467 -3.468 -0.437
33 O -0.655 -2.994 -0.314
34 H -2.651 -2.557 -1.487
35 H -1.687 0.830 1.477
36 O -1.253 -0.007 1.245
37 H -0.183 -0.664 2.094
38 H 1.355 -0.622 2.142
39 O 0.614 -0.967 2.641
40 H -2.799 -0.735 0.985
41 H -4.314 -0.907 1.514
42 O -3.597 -1.331 1.002
43 H -3.353 -2.917 -0.067
44 H -0.858 0.086 -0.385
45 O -3.241 -3.129 -1.022
46 H 2.124 -3.336 3.182
47 H 2.791 -2.612 2.112
48 O 2.793 -2.666 3.079
49 H 1.728 -4.044 0.433
50 H 0.931 -4.194 -0.667
51 O 1.902 -4.219 -0.504
52 H 0.667 2.918 -2.494
53 H -0.309 3.832 -1.787
54 O -0.134 3.443 -2.660
55 H -2.175 1.494 -3.069
56 H -0.032 -1.046 -1.218
57 O -0.388 -0.171 -1.211

Properties
Relative energy (zero: lowest compared OMol25 entry of this formula, charge and spin)   268.3 kJ/mol
Total charge   -1
Lowest unoccupied orbital energy   2.46 eV
Maximum force   3.60 eV Å⁻¹
Molecular weight   353.4 g mol⁻¹
2S+1   1
E_tot   -1660.437378 Eh

=====

[5]
14 unconnected molecules or ions with the total composition C4H37N2O14. Source: OMol25; level of theory: wB97M-V/def2-TZVPD.

Element x y z (Å)
1 O -1.563 -0.802 -1.054
2 C -1.035 0.035 -1.747
3 C 0.062 0.908 -1.231
4 C -0.398 2.393 -1.032
5 C 0.893 3.301 -1.027
6 N 0.579 4.631 -0.601
7 N 0.451 0.528 0.174
8 H -1.338 0.250 -2.779
9 H 1.002 0.818 -1.835
10 H -1.026 2.612 -0.139
11 H -0.960 2.761 -1.909
12 H 1.468 3.321 -1.993
13 H 1.486 2.869 -0.174
14 H 0.373 4.810 0.379
15 H -0.108 5.035 -1.242
16 H 1.232 1.119 0.479
17 H -0.393 0.669 0.787
18 H 0.488 -0.515 0.389
19 H -2.316 -2.196 3.922
20 H -2.987 -1.178 2.984
21 O -2.446 -1.252 3.796
22 H -1.809 0.444 3.000
23 H -1.645 1.952 3.051
24 O -1.475 1.191 2.477
25 H -0.345 -4.131 2.079
26 H 1.221 -4.492 2.030
27 O 0.486 -4.049 1.594
28 H 2.188 -3.513 -0.017
29 H 0.723 -3.172 -0.323
30 O 1.607 -2.809 -0.311
31 H -3.797 -1.991 1.051
32 H -2.438 -2.439 0.625
33 O -2.935 -2.217 1.425
34 H -1.100 -3.912 -1.629
35 H -1.718 -2.729 -2.432
36 O -1.070 -3.439 -2.473
37 H -4.276 0.169 -2.067
38 H -3.862 -0.456 -3.362
39 O -3.481 -0.075 -2.558
40 H 2.598 -0.141 1.945
41 H 3.079 1.284 2.227
42 O 2.847 0.689 1.503
43 H 3.778 3.593 -0.630
44 H 4.222 2.229 -0.208
45 O 3.649 2.663 -0.855
46 H 2.759 -0.287 -3.365
47 H 1.824 -1.411 -3.693
48 O 2.143 -0.573 -4.055
49 H -0.843 -0.364 4.404
50 H 0.366 -1.082 5.284
51 O 0.100 -0.546 4.524
52 H 1.023 -2.286 2.047
53 H 0.836 -1.179 3.062
54 O 1.032 -1.310 2.108
55 H 0.774 0.778 -4.399
56 H -0.358 1.943 -4.292
57 O 0.436 1.550 -3.918

Properties
Relative energy (zero: lowest compared OMol25 entry of this formula, charge and spin)   360.9 kJ/mol
Total charge   +1
Lowest unoccupied orbital energy   -2.67 eV
Maximum force   3.27 eV Å⁻¹
Molecular weight   337.3 g mol⁻¹
2S+1   1
E_tot   -1337.224968 Eh

=====

[6]
15 unconnected molecules or ions with the total composition C4H38N2O14. Source: OMol25; level of theory: wB97M-V/def2-TZVPD.

Element x y z (Å)
1 C -1.003 0.374 0.837
2 C 0.551 0.477 0.499
3 C 0.727 0.070 -0.909
4 C 0.889 1.003 -1.836
5 N 0.932 0.725 -3.243
6 N -1.426 -0.953 0.415
7 H -1.474 1.292 0.389
8 H -1.054 0.653 1.879
9 H 0.865 1.486 0.647
10 H 0.997 -0.265 1.212
11 H 0.646 -0.970 -1.293
12 H 1.056 2.081 -1.675
13 H 0.431 -0.053 -3.612
14 H 1.699 1.028 -3.794
15 H -1.954 -1.380 1.126
16 H -2.055 -0.856 -0.361
17 H 1.252 -2.562 -1.829
18 H 1.896 -3.650 -1.142
19 O 2.101 -2.954 -1.785
20 H -1.162 -3.050 -3.173
21 H -0.724 -1.708 -2.465
22 O -0.442 -2.593 -2.750
23 H -2.140 3.195 -0.007
24 H -2.580 4.030 1.300
25 O -2.459 3.143 0.923
26 H -0.909 3.165 2.494
27 H -1.743 2.460 3.713
28 O -1.057 3.052 3.438
29 H 2.942 -0.120 1.941
30 H 3.649 0.989 2.734
31 O 2.787 0.622 2.550
32 H -4.139 -1.506 1.620
33 H -3.593 -2.787 1.984
34 O -3.492 -1.848 2.255
35 H -0.329 2.155 -3.559
36 H -1.206 2.780 -2.507
37 O -1.123 2.774 -3.459
38 H 0.145 0.252 4.184
39 H 1.247 -0.285 3.230
40 O 0.631 -0.545 3.936
41 H -2.236 1.251 -3.464
42 H -3.601 1.617 -3.079
43 O -2.978 0.896 -2.878
44 H 3.472 -0.634 -2.824
45 H 3.428 -1.693 -1.656
46 O 3.901 -0.926 -2.024
47 H -1.589 -2.600 3.505
48 H -0.141 -2.025 3.450
49 O -0.682 -2.794 3.210
50 H -0.146 -2.173 0.485
51 H -0.005 -3.658 0.774
52 O 0.312 -3.011 0.142
53 H 1.194 3.552 0.287
54 H 0.252 4.106 -0.877
55 O 0.321 3.860 0.040
56 H 2.233 -1.850 0.287
57 H 3.779 -2.163 0.339
58 O 3.106 -1.479 0.376

Properties
Relative energy (zero: lowest compared OMol25 entry of this formula, charge and spin)   355.3 kJ/mol
Lowest unoccupied orbital energy   0.00 eV
Maximum force   3.02 eV Å⁻¹
Molecular weight   338.3 g mol⁻¹
2S+1   1
E_tot   -1337.995355 Eh

=====

[7]
14 unconnected molecules or ions with the total composition C4H38N3O13. Source: OMol25; level of theory: wB97M-V/def2-TZVPD.

Element x y z (Å)
1 C -0.179 -0.573 -3.928
2 C -1.048 0.307 -2.940
3 C -0.402 0.290 -1.616
4 C -0.510 -0.829 -0.826
5 N 0.096 -1.070 0.349
6 N 0.567 1.379 -1.325
7 N 1.287 -0.690 -3.719
8 H -0.253 -0.049 -4.902
9 H -0.532 -1.601 -3.955
10 H -2.147 0.014 -2.857
11 H -1.047 1.316 -3.375
12 H -1.241 -1.622 -1.085
13 H 0.578 -0.339 0.838
14 H -0.200 -1.762 0.971
15 H 1.346 1.397 -2.029
16 H 0.855 1.509 -0.335
17 H 0.028 2.242 -1.550
18 H 1.597 -0.865 -2.787
19 H 1.987 -0.098 -4.146
20 H 1.156 -3.799 0.620
21 H 0.067 -4.826 1.090
22 O 0.659 -4.146 1.405
23 H -2.369 1.513 2.682
24 H -3.262 1.638 1.403
25 O -2.471 2.030 1.870
26 H 1.714 -2.759 3.568
27 H 0.681 -2.639 2.447
28 O 1.228 -2.116 3.067
29 H -3.738 0.013 -0.535
30 H -4.203 -1.293 -0.980
31 O -3.419 -0.898 -0.596
32 H 3.625 -0.155 -0.266
33 H 3.816 -1.566 0.219
34 O 3.705 -1.046 -0.572
35 H 2.229 1.070 2.804
36 H 2.169 -0.412 2.402
37 O 2.523 0.455 2.139
38 H 3.222 3.129 0.281
39 H 2.775 1.837 0.806
40 O 2.623 2.402 0.029
41 H 0.299 -0.788 3.566
42 H 1.062 -0.225 4.818
43 O 0.526 0.008 4.070
44 H -4.215 2.552 -0.910
45 H -2.772 1.899 -0.854
46 O -3.721 1.735 -0.778
47 H 2.284 -2.057 -1.019
48 H 1.885 -3.428 -1.665
49 O 1.629 -2.738 -1.058
50 H -0.213 4.217 2.230
51 H -1.020 2.964 1.801
52 O -0.550 3.752 1.476
53 H -0.756 4.453 -1.874
54 H -0.810 4.043 -0.325
55 O -0.749 3.690 -1.264
56 H -2.789 -1.894 0.692
57 H -2.529 -2.792 1.986
58 O -2.048 -2.295 1.297

Properties
Relative energy (zero: lowest compared OMol25 entry of this formula, charge and spin)   165.9 kJ/mol
Total charge   +1
Lowest unoccupied orbital energy   -2.31 eV
Maximum force   2.50 eV Å⁻¹
Molecular weight   336.4 g mol⁻¹
2S+1   1
E_tot   -1317.369731 Eh

=====

[8]
14 unconnected molecules or ions with the total composition C4H38NO15. Source: OMol25; level of theory: wB97M-V/def2-TZVPD.

Element x y z (Å)
1 C -2.484 -2.564 0.440
2 O -3.667 -1.848 0.305
3 C -1.254 -1.676 0.203
4 C 0.144 -2.369 0.262
5 C 0.317 -3.220 1.455
6 O 1.050 -1.280 0.020
7 N -1.219 -0.566 1.216
8 H -2.321 -3.032 1.417
9 H -2.371 -3.411 -0.281
10 H -3.880 -1.340 1.093
11 H -1.295 -1.238 -0.813
12 H 0.240 -3.075 -0.581
13 H 0.387 -2.723 2.449
14 H 1.169 -3.891 1.315
15 H -0.508 -3.925 1.553
16 H 1.958 -1.630 0.062
17 H -0.337 -0.705 1.705
18 H -1.951 -0.823 1.969
19 H -1.236 0.392 0.846
20 H -1.072 -1.949 -3.945
21 H -0.157 -1.640 -2.731
22 O -0.916 -2.198 -3.027
23 H -2.344 3.040 0.720
24 H -3.153 3.159 1.907
25 O -3.184 2.669 1.067
26 H 4.080 1.465 2.101
27 H 3.947 2.108 0.787
28 O 3.404 1.931 1.586
29 H 4.705 1.429 -1.932
30 H 3.453 2.323 -1.570
31 O 4.114 1.709 -1.230
32 H -2.674 -0.396 -2.899
33 H -3.666 -0.059 -1.727
34 O -2.814 0.151 -2.111
35 H -2.104 -2.180 3.770
36 H -2.531 -0.522 3.969
37 O -2.194 -1.270 3.467
38 H -0.600 2.773 -2.044
39 H -1.827 1.834 -2.221
40 O -0.855 1.857 -2.218
41 H -0.919 1.635 3.411
42 H -0.313 1.260 4.729
43 O -1.013 0.977 4.107
44 H 3.729 -0.333 -0.853
45 H 3.988 -1.414 -1.776
46 O 3.619 -1.304 -0.891
47 H 0.051 3.167 0.962
48 H 0.270 1.938 0.234
49 O -0.470 2.536 0.420
50 H 2.402 0.211 -3.063
51 H 3.375 -0.500 -3.968
52 O 3.333 0.267 -3.384
53 H 2.416 4.628 1.189
54 H 2.119 3.116 1.151
55 O 1.726 3.999 0.976
56 H 0.160 0.622 -2.363
57 H 1.002 -0.398 -1.509
58 O 0.767 -0.165 -2.442

Properties
Relative energy (zero: lowest compared OMol25 entry of this formula, charge and spin)   4.9 kJ/mol
Total charge   +1
Lowest unoccupied orbital energy   -2.63 eV
Maximum force   2.36 eV Å⁻¹
Molecular weight   340.3 g mol⁻¹
2S+1   1
E_tot   -1358.342843 Eh